Computed, not measured: a 11-piece molecular cluster, C44H68Br4N4O5 overall, with wB97M-V/def2-TZVPD.

```
125
C44H68Br4N4O5, DFT wB97M-V/def2-TZVPD
Br 4.30 0.31 -7.24
C 3.46 -1.52 -7.20
C 1.99 -1.38 -6.82
Br 1.17 -3.15 -7.23
H 3.96 -2.16 -6.47
H 3.72 -1.93 -8.17
H 1.47 -0.60 -7.39
H 1.86 -1.15 -5.76
Br 0.32 4.35 -7.27
C -1.42 4.47 -6.34
C -2.12 3.15 -6.31
Br -2.68 2.58 -8.15
H -2.04 5.18 -6.90
H -1.20 4.92 -5.37
H -2.98 3.14 -5.64
H -1.42 2.38 -5.98
N 0.69 -0.17 6.68
C 0.85 0.84 5.79
C 2.03 1.59 5.66
C 3.20 1.12 6.32
C 3.09 -0.03 7.10
C 1.83 -0.61 7.28
H 0.00 1.03 5.16
H 1.96 2.44 5.00
H 4.14 1.63 6.15
H 3.91 -0.43 7.68
H 1.80 -1.40 8.02
N -5.38 -0.51 -3.81
C -6.63 -0.33 -4.30
C -7.28 -1.35 -5.07
C -6.62 -2.53 -5.34
C -5.33 -2.69 -4.89
C -4.72 -1.66 -4.08
H -7.17 0.59 -4.11
H -8.31 -1.25 -5.38
H -7.04 -3.26 -6.02
H -4.66 -3.49 -5.19
H -3.69 -1.68 -3.77
N 5.39 -7.85 5.17
C 4.81 -7.32 4.04
C 4.95 -5.98 3.66
C 5.77 -5.10 4.40
C 6.27 -5.58 5.62
C 6.08 -6.89 5.98
H 4.17 -7.96 3.45
H 4.42 -5.63 2.78
H 5.99 -4.10 4.06
H 6.94 -4.95 6.17
H 6.59 -7.11 6.91
N 6.37 -6.72 -2.85
C 6.28 -7.93 -3.49
C 5.09 -8.57 -3.71
C 3.88 -7.97 -3.25
C 3.97 -6.70 -2.55
C 5.26 -6.19 -2.36
H 7.18 -8.28 -3.98
H 5.13 -9.45 -4.33
H 2.90 -8.35 -3.51
H 3.09 -6.19 -2.20
H 5.42 -5.24 -1.88
C -6.27 -0.65 2.63
C -5.90 -0.39 4.07
C -4.91 0.75 4.01
O -4.14 0.34 2.84
C -5.01 -0.30 1.83
H -7.24 -0.22 2.38
H -6.49 -1.71 2.51
H -5.39 -1.23 4.54
H -6.77 -0.17 4.69
H -4.43 0.94 4.97
H -5.46 1.64 3.71
H -4.54 -1.22 1.48
H -5.23 0.42 1.04
C 0.52 0.28 -0.39
C 0.69 1.31 -1.54
C 2.22 1.10 -1.90
O 2.32 -0.32 -1.89
C 1.49 -0.80 -0.84
H -0.52 -0.05 -0.39
H 0.73 0.68 0.60
H 0.39 2.27 -1.14
H 0.05 1.08 -2.39
H 2.80 1.46 -1.05
H 2.52 1.53 -2.86
H 2.11 -1.10 0.00
H 0.90 -1.64 -1.21
C 2.89 8.94 -1.75
C 2.54 10.40 -1.53
C 1.06 10.31 -1.32
O 0.64 9.27 -2.12
C 1.72 8.35 -2.46
H 3.09 8.42 -0.81
H 3.83 8.87 -2.28
H 2.73 11.05 -2.38
H 3.03 10.83 -0.66
H 0.56 11.20 -1.71
H 0.94 10.19 -0.25
H 2.00 8.29 -3.51
H 1.56 7.37 -2.02
C -1.97 -4.53 3.12
C -2.49 -5.60 2.24
C -1.31 -5.64 1.30
O -0.16 -5.29 2.03
C -0.57 -4.90 3.37
H -2.48 -4.45 4.08
H -2.01 -3.55 2.65
H -3.40 -5.29 1.73
H -2.70 -6.51 2.80
H -1.45 -4.93 0.49
H -1.20 -6.65 0.91
H 0.00 -4.02 3.67
H -0.58 -5.71 4.10
C -2.84 6.00 1.90
C -3.42 6.81 3.01
C -2.18 7.35 3.65
O -1.32 6.21 3.68
C -1.49 5.48 2.44
H -2.67 6.67 1.05
H -3.51 5.18 1.63
H -3.94 6.16 3.71
H -4.12 7.49 2.53
H -2.36 7.70 4.66
H -1.62 8.13 3.13
H -1.60 4.41 2.65
H -0.62 5.69 1.83
```

structure (SMILES)	c1ccncc1.c1ccncc1.c1ccncc1.c1ccncc1.C1CCOC1.C1CCOC1.C1CCOC1.C1CCOC1.C1CCOC1.BrCCBr.BrCCBr
electronic energy	-343092.2284	eV
LUMO level	0.0030	hartree
frontier orbital gap	9.64	eV
E_HOMO	-9.557	eV
M	1052.7	g/mol

Results of the Löwdin charge analysis, in e, for atoms 1 through 99: 0.554, -0.673, -0.655, 0.572, 0.057, 0.041, 0.048, 0.056, 0.563, -0.676, -0.652, 0.547, 0.050, 0.058, 0.065, 0.042, 0.050, -0.154, -0.065, -0.069, -0.087, -0.149, 0.095, 0.093, 0.097, 0.094, 0.095, 0.025, -0.123, -0.073, -0.110, -0.063, -0.127, 0.092, 0.094, 0.104, 0.092, 0.091, 0.055, -0.147, -0.075, -0.075, -0.114, -0.116, 0.094, 0.093, 0.099, 0.096, 0.091, 0.047, -0.149, -0.088, -0.041, -0.052, -0.186, 0.098, 0.094, 0.090, 0.091, 0.097, -0.187, -0.204, -0.183, -0.174, -0.151, 0.109, 0.103, 0.114, 0.113, 0.122, 0.112, 0.113, 0.113, -0.173, -0.150, -0.176, -0.153, -0.222, 0.104, 0.106, 0.099, 0.103, 0.114, 0.117, 0.115, 0.116, -0.201, -0.179, -0.264, -0.120, -0.176, 0.114, 0.114, 0.116, 0.115, 0.125, 0.119, 0.120, 0.116

---

Computed, not measured: one molecule with the formula C21H21N3O7S2, with wB97M-V/def2-TZVPD.

```
54
C21H21N3O7S2, DFT wB97M-V/def2-TZVPD
C -1.45 -1.96 -2.66
C -2.30 -1.73 -1.42
H -3.24 -2.30 -1.50
H -1.78 -2.06 -0.51
O -2.73 -0.39 -1.28
C -1.86 0.56 -0.84
C -0.57 0.33 -0.40
C 0.23 1.39 0.07
C -0.29 2.68 0.09
C -1.58 2.92 -0.34
C -2.36 1.88 -0.81
O -3.64 2.10 -1.24
S -4.77 2.25 -0.07
O -5.98 2.59 -0.74
O -4.26 3.13 0.94
C -4.82 0.59 0.55
C -3.96 0.23 1.57
C -3.92 -1.09 1.98
C -4.74 -2.04 1.38
C -5.60 -1.65 0.36
C -5.64 -0.34 -0.06
H -6.29 -0.01 -0.86
H -6.24 -2.39 -0.11
C -4.70 -3.47 1.84
H -5.46 -3.63 2.61
H -4.91 -4.15 1.02
H -3.74 -3.72 2.27
H -3.25 -1.38 2.78
H -3.34 0.99 2.02
H -2.01 3.91 -0.32
H 0.33 3.48 0.46
C 1.57 1.10 0.51
N 2.35 2.04 0.90
N 3.54 1.85 1.40
C 4.61 1.63 0.78
N 5.83 1.57 1.43
C 6.94 1.28 0.72
O 8.04 1.09 1.20
C 6.64 1.14 -0.76
C 7.11 -0.23 -1.27
C 6.55 -1.34 -0.39
O 5.54 -1.93 -0.65
O 7.26 -1.62 0.71
H 8.00 -1.01 0.86
H 6.75 -0.38 -2.29
H 8.20 -0.25 -1.26
H 7.17 1.93 -1.32
S 4.85 1.40 -0.98
H 5.86 1.67 2.43
H 1.90 0.06 0.50
H -0.15 -0.66 -0.40
H -1.20 -3.01 -2.74
H -2.00 -1.65 -3.54
H -0.53 -1.38 -2.61
```

structure (SMILES)	CCOc1cc(/C=N/N=C2/NC(=O)[C@@H](CC(=O)O)S2)ccc1OS(=O)(=O)c1ccc(C)cc1
electronic energy	-62590.4068	eV
LUMO level	0.0057	hartree
frontier orbital gap	8.68	eV
ΔE to the lowest compared entry with this formula, charge and spin	3.36	kcal per mole
E_HOMO	-8.520	eV
M	491.5	g/mol

Want to see where the charge sits? The Löwdin charges in e are: -0.053, -0.237, 0.122, 0.120, -0.041, -0.197, 0.038, -0.200, -0.013, 0.013, -0.241, -0.124, 0.692, -0.244, -0.251, -0.274, -0.045, -0.021, -0.272, -0.031, -0.038, 0.122, 0.117, -0.044, 0.088, 0.079, 0.078, 0.117, 0.123, 0.127, 0.111, -0.096, 0.019, 0.019, -0.586, 0.140, -0.501, 0.081, -0.451, -0.099, -0.549, 0.117, 0.122, 0.103, 0.126, 0.130, 0.123, 1.032, 0.176, 0.133, 0.111, 0.080, 0.083, 0.069

---

Computed, not measured: a 2-piece molecular cluster, C7H17NO overall, with wB97M-V/def2-TZVPD.

```
26
C7H17NO, DFT wB97M-V/def2-TZVPD
C -1.06 -0.47 0.16
C -0.58 -1.01 1.50
C -1.58 -2.09 -1.41
C 1.77 -0.35 -0.52
C 0.70 -1.05 -1.50
O 0.77 -1.21 -2.69
N -0.50 -1.42 -0.80
H -2.17 -0.29 0.07
H -0.59 0.53 0.06
H 0.48 -0.60 1.75
H -0.18 -2.19 1.62
H -2.59 -1.62 -1.78
H 1.34 -0.29 0.48
H -1.27 -1.01 2.30
H -1.30 -2.39 -2.31
H -1.80 -3.16 -1.01
H 2.71 -0.88 -0.41
H 1.82 0.70 -0.88
C 0.92 3.03 1.91
C -0.37 3.71 2.32
H 1.75 3.72 2.04
H 1.20 2.07 2.45
H 0.90 3.01 0.82
H -0.19 4.02 3.36
H -1.12 2.94 2.37
H -0.63 4.54 1.72
```

electronic energy	-11060.9131	eV
total charge	+1
LUMO level (spin up / spin down)	-0.1279 / -0.3047	hartree
frontier orbital gap (spin up / spin down)	10.73 / 5.92	eV
ΔE to the lowest compared entry with this formula, charge and spin	62.32	kcal per mole
E_HOMO (spin up / spin down)	-14.211 / -14.211	eV
multiplicity	2
M	131.2	g/mol

Want to see where the charge sits? The Löwdin charges in e are: -0.174, -0.057, -0.021, 0.067, -0.320, 0.227, 0.028, 0.160, 0.137, 0.087, 0.167, 0.180, 0.017, 0.066, 0.031, 0.180, 0.100, 0.108, -0.199, -0.169, 0.063, 0.081, 0.049, 0.078, 0.051, 0.063

---

Computed, not measured: one molecule with the formula C4H6O, with wB97M-V/def2-TZVPD.

```
11
C4H6O, DFT wB97M-V/def2-TZVPD
O -0.12 -1.26 0.74
C -0.91 -0.49 -0.16
C -0.34 0.92 -0.60
C 0.95 1.00 0.08
C 1.67 0.36 0.82
H 0.60 -1.74 0.29
H -1.13 -1.08 -1.05
H -1.83 -0.32 0.41
H -0.23 1.00 -1.69
H -1.01 1.74 -0.31
H 2.34 -0.13 1.48
```

structure (SMILES)	C#CCCO
electronic energy	-6289.5875	eV
LUMO level	0.0340	hartree
frontier orbital gap	10.41	eV
ΔE to the lowest compared entry with this formula, charge and spin	53.74	kcal per mole
E_HOMO	-9.488	eV
M	70.1	g/mol

Want to see where the charge sits? The Löwdin charges in e are: -0.119, -0.220, -0.182, -0.144, 0.098, 0.090, 0.111, 0.113, 0.104, 0.106, 0.042

---

Computed, not measured: C24H72BN4O16Pd2Y as an isolated structure, with wB97M-V/def2-TZVPD.

```
120
C24H72BN4O16Pd2Y, DFT wB97M-V/def2-TZVPD
Y -1.68 -2.25 -3.21
Pd 2.31 -2.74 2.63
Pd -1.28 -2.46 0.50
B -0.15 -4.22 -3.21
H 0.24 -3.29 -3.60
H -0.61 -3.89 -2.29
H -0.85 -4.68 -3.89
H 0.63 -4.93 -3.02
O -2.97 -0.16 -3.48
C -3.29 0.52 -2.24
C -4.65 1.33 -2.15
O -5.08 1.86 -3.43
H -2.57 1.34 -2.26
H -3.12 -0.09 -1.35
H -4.61 2.15 -1.43
H -5.39 0.62 -1.78
O 6.17 -2.04 3.68
C 6.25 -1.52 2.33
C 4.95 -1.45 1.41
O 4.08 -2.56 1.27
H 6.99 -2.12 1.80
H 6.68 -0.52 2.29
H 5.17 -1.22 0.37
H 4.46 -0.54 1.77
O -3.71 -3.20 -4.06
C -4.59 -3.65 -3.07
C -3.87 -3.92 -1.63
O -2.78 -3.09 -1.20
H -5.01 -4.63 -3.26
H -5.34 -2.86 -2.97
H -3.38 -4.89 -1.76
H -4.73 -3.98 -0.97
O -0.42 -1.39 -1.35
C 0.61 -0.53 -0.90
C 0.93 -0.54 0.67
O 0.74 -1.66 1.45
H 0.54 0.49 -1.28
H 1.50 -0.91 -1.41
H 0.35 0.26 1.14
H 1.96 -0.23 0.89
C 3.92 -1.84 -4.45
C 4.64 -0.57 -3.93
C 4.11 0.78 -4.54
O 2.79 0.92 -3.98
C 2.10 2.17 -4.33
N 4.54 -0.65 -2.46
H 3.71 -2.50 -3.60
H 4.68 -2.30 -5.09
H 2.91 -1.68 -4.81
H 5.71 -0.71 -4.09
H 4.08 0.80 -5.63
H 4.69 1.66 -4.27
H 2.64 2.99 -3.86
H 1.13 2.18 -3.83
H 1.99 2.38 -5.40
H 3.60 -0.32 -2.31
H 5.12 0.01 -1.95
C -4.06 -3.71 3.58
C -3.36 -2.97 2.37
C -3.49 -1.39 2.39
O -2.63 -0.91 1.34
C -2.78 0.50 1.34
N -1.91 -3.20 2.38
H -3.69 -3.50 4.58
H -4.02 -4.79 3.42
H -5.09 -3.34 3.52
H -3.62 -3.37 1.39
H -3.22 -1.09 3.40
H -4.52 -1.13 2.16
H -3.77 0.50 0.89
H -2.02 0.87 0.64
H -2.79 1.14 2.21
H -1.91 -4.10 2.83
H -1.66 -2.83 3.29
C 0.83 3.88 5.51
C 0.60 2.44 5.04
C 0.96 2.27 3.54
O 2.33 2.60 3.43
C 2.92 2.95 2.19
N 1.34 1.50 5.86
H 0.17 4.50 4.89
H 1.87 4.23 5.53
H 0.35 3.85 6.48
H -0.43 2.10 5.07
H 0.23 2.53 2.78
H 0.89 1.21 3.31
H 2.92 2.29 1.32
H 3.98 3.10 2.39
H 2.42 3.86 1.86
H 1.64 1.90 6.73
H 2.19 1.44 5.32
C -3.33 4.71 0.41
C -2.90 5.18 -1.02
C -1.52 4.47 -1.41
O -0.41 4.85 -0.67
C 0.44 3.74 -0.58
N -3.94 4.73 -1.93
H -3.69 3.68 0.50
H -4.17 5.33 0.72
H -2.61 4.89 1.21
H -2.71 6.25 -0.97
H -1.24 4.65 -2.44
H -1.76 3.42 -1.22
H 1.30 4.10 -0.02
H 0.91 3.33 -1.48
H 0.08 2.85 -0.07
H -4.00 3.75 -1.72
H -3.62 4.65 -2.88
O 2.20 -3.39 -1.41
H 1.77 -2.55 -1.25
H 1.54 -3.91 -1.88
O 0.61 -3.07 3.98
H 0.06 -2.42 4.42
H 0.23 -3.91 4.23
O 0.01 -0.80 -4.14
H 0.62 -0.87 -4.88
H 0.53 -0.40 -3.44
O 2.69 -1.09 3.97
H 2.81 -0.20 3.65
H 2.62 -0.99 4.92
```

electronic energy	-73439.7584	eV
total charge	-2
LUMO level (spin up / spin down)	0.0982 / 0.0964	hartree
frontier orbital gap (spin up / spin down)	2.43 / 2.37	eV
E_HOMO (spin up / spin down)	0.247 / 0.248	eV
multiplicity	5
M	985.4	g/mol

Results of the Löwdin charge analysis, in e, for atoms 1 through 99: 1.580, 0.677, 1.134, -0.432, -0.069, -0.076, -0.027, -0.022, -0.413, -0.372, -0.449, -0.438, 0.058, 0.045, 0.028, 0.051, -0.103, -0.278, -0.351, -0.352, 0.096, 0.076, 0.083, 0.060, -0.410, -0.370, -0.317, -0.465, 0.073, 0.089, 0.082, 0.071, -0.420, -0.293, -0.345, -0.395, 0.095, 0.068, 0.061, 0.087, -0.043, -0.389, -0.172, -0.241, -0.064, 0.043, 0.068, 0.068, 0.062, 0.118, 0.112, 0.107, 0.074, 0.079, 0.085, 0.048, 0.060, -0.037, -0.363, -0.154, -0.272, -0.082, -0.051, 0.071, 0.077, 0.077, 0.121, 0.127, 0.135, 0.099, 0.089, 0.092, 0.086, 0.062, -0.056, -0.432, -0.198, -0.203, -0.081, 0.040, 0.079, 0.082, 0.069, 0.126, 0.127, 0.101, 0.081, 0.088, 0.073, 0.064, 0.048, -0.070, -0.390, -0.220, -0.163, -0.133, 0.054, 0.060, 0.061

---

Computed, not measured: C14H11MoN9O5SSe as an isolated structure, with wB97M-V/def2-TZVPD.

```
42
C14H11MoN9O5SSe, DFT wB97M-V/def2-TZVPD
Mo 0.92 -0.43 0.27
N -2.08 -2.11 1.23
C -1.90 -0.83 1.69
N -2.78 -0.12 2.36
N -2.26 1.09 2.48
N -1.10 1.12 1.94
N -0.80 -0.09 1.40
C -1.05 -2.64 0.54
N -1.04 -3.48 -0.49
N 0.19 -3.44 -0.98
N 0.96 -2.69 -0.23
N 0.21 -2.21 0.78
H -3.02 -2.48 1.13
O 1.23 1.41 0.92
Se 0.20 2.73 1.11
O -0.85 2.68 -0.24
O 0.42 -0.10 -1.23
O 0.45 3.44 -0.50
O 2.78 -0.66 0.55
S 4.09 -1.25 -0.21
C 3.61 -1.35 -1.90
C 3.08 -0.28 -2.63
C 2.72 -0.50 -3.94
C 2.90 -1.76 -4.52
C 3.42 -2.81 -3.79
C 3.78 -2.61 -2.46
C 5.28 0.01 0.02
C 5.18 1.33 -0.41
C 6.23 2.18 -0.17
C 7.38 1.73 0.48
C 7.47 0.41 0.91
C 6.42 -0.46 0.68
H 2.95 0.69 -2.18
H 2.30 0.31 -4.53
H 2.61 -1.91 -5.55
H 3.55 -3.78 -4.24
H 4.18 -3.42 -1.87
H 4.30 1.69 -0.92
H 6.17 3.21 -0.50
H 8.20 2.41 0.65
H 8.36 0.06 1.42
H 6.47 -1.49 1.01
```

electronic energy	-116358.2112	eV
total charge	+2
LUMO level	-0.3586	hartree
frontier orbital gap	5.94	eV
ΔE to the lowest compared entry with this formula, charge and spin	6.59	kcal per mole
E_HOMO	-15.698	eV
M	592.3	g/mol

Want to see where the charge sits? The Löwdin charges in e are: 1.881, 0.224, -0.345, 0.143, 0.075, -0.191, -0.091, -0.360, 0.144, 0.067, -0.094, -0.134, 0.195, -0.674, 1.424, -0.290, -0.279, -0.268, -0.636, 1.231, -0.419, -0.094, -0.032, -0.012, -0.026, -0.069, -0.390, -0.052, -0.032, -0.013, -0.028, -0.065, 0.098, 0.128, 0.128, 0.129, 0.123, 0.103, 0.125, 0.128, 0.128, 0.119

---

Computed, not measured: one molecule with the formula C6H13NO, with wB97M-V/def2-TZVPD.

```
21
C6H13NO, DFT wB97M-V/def2-TZVPD
C 2.58 0.64 0.24
C 1.32 -0.09 0.79
N 0.12 0.31 0.02
C -0.71 1.29 0.72
C -1.27 -0.51 -1.83
C -0.61 -0.87 -0.50
C -1.72 -1.27 0.49
O -1.43 -1.64 1.60
H 2.21 1.11 -0.67
H 3.45 0.03 0.08
H 2.83 1.41 0.99
H 1.22 -0.04 1.87
H 1.45 -1.15 0.57
H -1.78 1.11 0.70
H -0.53 2.31 0.34
H -0.37 1.34 1.75
H -1.37 -1.35 -2.52
H -2.13 0.14 -1.92
H -0.52 0.10 -2.37
H 0.05 -1.72 -0.57
H -2.77 -1.16 0.20
```

structure (SMILES)	CCN(C)[C@H](C)C=O
electronic energy	-9968.7833	eV
LUMO level	0.0356	hartree
frontier orbital gap	9.42	eV
ΔE to the lowest compared entry with this formula, charge and spin	55.14	kcal per mole
E_HOMO	-8.455	eV
M	115.2	g/mol

Want to see where the charge sits? The Löwdin charges in e are: -0.071, -0.237, -0.184, -0.072, -0.065, -0.336, -0.233, 0.064, 0.067, 0.061, 0.063, 0.106, 0.098, 0.080, 0.084, 0.083, 0.077, 0.073, 0.083, 0.138, 0.123

---

Computed, not measured: a 2-piece molecular cluster, C10H16 overall, with wB97M-V/def2-TZVPD.

```
26
C10H16, DFT wB97M-V/def2-TZVPD
C -2.33 0.05 1.39
C -2.23 1.36 0.63
C -1.04 -0.20 2.20
H -3.20 0.12 2.07
H -2.52 -0.82 0.78
H -3.08 1.86 0.94
H -0.13 0.49 2.30
H -2.18 1.40 -0.47
H -1.30 1.86 1.00
H -1.03 -0.16 3.31
H -0.57 -1.08 1.67
C -0.96 -0.54 -2.24
C 2.26 0.09 0.55
C 1.97 1.05 -0.36
C 1.86 -1.15 0.35
C 0.96 0.87 -1.26
C 0.82 -1.41 -0.53
C 0.21 -0.39 -1.32
H 3.02 0.41 1.31
H 2.44 2.07 -0.28
H 2.17 -1.96 0.97
H 0.60 1.62 -1.97
H 0.38 -2.45 -0.46
H -0.74 -0.52 -3.33
H -1.57 0.31 -2.12
H -1.38 -1.61 -2.19
```

structure (SMILES)	Cc1ccccc1.CCC
electronic energy	-10627.3537	eV
LUMO level	0.0357	hartree
frontier orbital gap	9.92	eV
ΔE to the lowest compared entry with this formula, charge and spin	55.11	kcal per mole
E_HOMO	-8.951	eV
M	136.2	g/mol

Want to see where the charge sits? The Löwdin charges in e are: -0.288, -0.114, -0.136, 0.098, 0.085, 0.033, 0.077, 0.054, 0.084, 0.062, 0.066, -0.070, -0.151, -0.126, -0.138, -0.046, -0.069, -0.244, 0.127, 0.127, 0.103, 0.112, 0.127, 0.082, 0.034, 0.112